[1]
DFT (ωB97M-V with the def2-TZVPD basis set) results for a structure of composition C29H26FeN2OP2S in a non-equilibrium geometry.

Values from the calculation:
* spin multiplicity: 6
* charge: +1
* energy: -99315.653 eV
* energy relative to the best compared isomer or geometry (same formula, charge and spin): 0.000 eV

Geometry (Å):
Fe -1.05 2.31 -0.63
C -2.36 3.76 -2.03
C -2.15 2.55 -2.63
C -0.74 2.49 -2.97
C -0.14 3.70 -2.50
C -1.17 4.47 -1.96
H -3.32 4.15 -1.79
H -2.89 1.83 -2.89
H -0.23 1.69 -3.51
H 0.89 4.00 -2.61
H -1.05 5.46 -1.55
N -0.33 -0.62 0.47
P -0.30 0.06 -1.10
C 1.37 -0.16 -1.73
C 2.18 0.95 -1.85
C 3.53 0.83 -2.14
C 4.09 -0.41 -2.20
C 3.26 -1.55 -2.13
C 1.90 -1.42 -1.89
C -1.54 -0.95 -1.98
C -2.84 -0.93 -1.51
C -3.86 -1.46 -2.29
C -3.58 -2.04 -3.49
C -2.30 -1.99 -4.01
C -1.28 -1.40 -3.29
P 0.48 0.25 1.68
C 1.87 -0.84 2.05
C 3.09 -0.56 1.41
C 4.21 -1.36 1.67
C 4.10 -2.44 2.55
C 2.90 -2.73 3.19
C 1.79 -1.92 2.91
C -0.60 -0.09 3.09
C -1.89 -0.61 2.99
C -2.67 -0.77 4.12
C -2.16 -0.42 5.38
C -0.88 0.12 5.51
C -0.15 0.30 4.37
H -0.49 -1.60 0.55
H 1.76 1.91 -1.82
H 4.11 1.73 -2.28
H 5.16 -0.55 -2.35
H 3.67 -2.56 -2.13
H 1.32 -2.31 -1.75
H -3.05 -0.47 -0.57
H -4.86 -1.42 -1.93
H -4.33 -2.49 -4.11
H -2.09 -2.29 -5.06
H -0.29 -1.34 -3.76
H 3.16 0.33 0.76
H 5.10 -1.17 1.11
H 4.98 -3.02 2.78
H 2.75 -3.56 3.86
H 0.87 -2.12 3.41
H -2.32 -0.79 2.01
H -3.66 -1.14 3.96
H -2.80 -0.44 6.24
H -0.49 0.42 6.46
H 0.83 0.74 4.44
O -2.66 1.80 0.65
S -2.06 2.75 1.67
N -0.80 3.32 1.20


[2]
DFT (ωB97M-V with the def2-TZVPD basis set) results for a structure of composition C29H26HgN7O11.

Values from the calculation:
* spin multiplicity: 2
* charge: -2
* energy: -67615.638 eV

Geometry (Å):
Hg -1.39 -1.40 -0.52
C 2.03 -3.21 -0.65
O 1.06 -2.43 0.02
C 1.44 -1.74 1.16
C 2.75 -1.39 1.43
C 3.06 -0.68 2.59
C 2.04 -0.34 3.46
C 0.72 -0.69 3.19
C 0.37 -1.40 2.03
N -0.90 -1.77 1.68
N -1.80 -1.49 2.62
C -3.13 -1.65 2.38
C -3.78 -2.13 1.20
O -3.19 -2.56 0.11
C -5.21 -2.18 1.20
C -5.99 -1.84 2.26
C -5.38 -1.39 3.46
C -6.15 -1.03 4.59
C -5.56 -0.59 5.74
C -4.16 -0.48 5.80
C -3.39 -0.82 4.72
C -3.96 -1.29 3.51
H 2.41 -3.99 0.01
H 2.86 -2.61 -1.02
H 1.51 -3.66 -1.49
H 3.53 -1.64 0.72
H 4.08 -0.39 2.78
H 2.26 0.22 4.36
H -0.08 -0.41 3.86
H -5.65 -2.53 0.27
H -7.07 -1.91 2.20
H -7.23 -1.11 4.52
H -6.17 -0.32 6.60
H -3.68 -0.13 6.71
H -2.31 -0.74 4.76
C 1.78 3.11 -1.60
C 1.31 1.83 -0.98
N 1.63 0.69 -1.49
O 2.85 -0.93 -2.61
C 0.53 1.98 0.25
C 1.10 2.82 1.35
N -0.69 1.54 0.41
O -1.37 1.82 1.44
H 1.64 3.08 -2.68
H 2.83 3.29 -1.40
H 1.20 3.93 -1.18
H 2.01 -1.42 -2.84
H 2.17 2.97 1.21
H 0.93 2.30 2.29
H 0.60 3.79 1.41
O -1.30 -3.07 -2.26
H -0.77 -2.45 -2.85
H -2.22 -3.00 -2.54
N -2.34 1.40 -1.26
C -1.45 0.75 -0.66
H -2.40 2.37 -0.94
O -0.51 -0.16 -4.89
C 0.37 -0.37 -4.07
O 0.43 -1.35 -3.23
C 1.54 0.59 -3.95
C 1.77 1.51 -4.91
C 2.93 2.34 -4.89
C 3.87 2.17 -3.89
C 3.67 1.28 -2.87
C 2.47 0.39 -2.78
N 4.64 1.22 -1.83
O 4.34 0.64 -0.79
O 5.72 1.78 -1.99
N 3.15 3.30 -5.91
O 2.31 3.41 -6.80
O 4.17 3.98 -5.88
H 1.06 1.58 -5.72
H 4.78 2.77 -3.89
H 1.33 -0.16 -1.02


[3]
DFT (ωB97M-V with the def2-TZVPD basis set) results for a structure of composition C29H26N3O3RuS3 in a non-equilibrium geometry.

Values from the calculation:
* spin multiplicity: 1
* charge: +3
* energy: -76167.269 eV

Geometry (Å):
Ru 0.27 0.24 0.85
C 5.86 2.19 -3.88
C 5.02 1.49 -2.87
C 5.56 1.18 -1.61
C 4.82 0.49 -0.68
C 3.50 0.13 -1.00
C 2.94 0.42 -2.24
C 3.71 1.10 -3.16
S 2.67 -0.83 0.16
O 1.23 -1.07 -0.34
O 3.45 -1.93 0.58
N 2.14 0.09 1.46
C 1.88 -0.73 2.62
C 2.72 -1.36 3.49
C 2.10 -2.11 4.48
C 0.71 -2.20 4.54
C -0.06 -1.54 3.60
N 0.54 -0.80 2.67
H 6.65 1.51 -4.24
H 6.36 3.06 -3.45
H 5.28 2.51 -4.74
H 6.57 1.46 -1.38
H 5.26 0.21 0.27
H 1.96 0.06 -2.50
H 3.30 1.30 -4.14
H 3.80 -1.29 3.41
H 2.70 -2.64 5.21
H 0.23 -2.79 5.31
H -1.14 -1.57 3.60
O -1.60 -0.29 0.76
S -2.18 -1.78 0.76
C -3.90 -1.53 0.95
C -4.51 -2.36 1.90
C -5.88 -2.28 2.05
C -6.61 -1.38 1.29
C -5.99 -0.55 0.36
C -4.62 -0.63 0.17
C -1.94 -2.33 -0.90
C -1.93 -1.45 -1.98
C -1.79 -1.98 -3.25
C -1.67 -3.36 -3.43
C -1.68 -4.22 -2.34
C -1.81 -3.70 -1.06
H -3.93 -3.05 2.49
H -6.38 -2.91 2.77
H -7.69 -1.32 1.42
H -6.58 0.14 -0.22
H -4.13 -0.01 -0.57
H -2.05 -0.39 -1.83
H -1.79 -1.33 -4.11
H -1.57 -3.76 -4.43
H -1.59 -5.28 -2.49
H -1.81 -4.37 -0.20
S 0.25 1.75 -0.77
C -0.21 3.24 0.05
N -0.33 4.32 -0.77
C -0.66 5.55 -0.35
C -0.89 5.78 0.98
C -0.78 4.71 1.86
C -0.44 3.44 1.39
H -0.16 4.18 -1.77
H -0.72 6.32 -1.11
H -1.16 6.77 1.32
H -0.96 4.85 2.92
H -0.35 2.63 2.10


[4]
DFT (ωB97M-V with the def2-TZVPD basis set) results for a structure of composition C29H26N6O7SZn in a non-equilibrium geometry.

Values from the calculation:
* spin multiplicity: 1
* charge: -2
* energy: -113015.004 eV

Geometry (Å):
Zn 0.06 -0.07 0.14
O 1.84 3.25 -1.08
C 1.64 2.15 -0.58
N 0.57 1.67 0.08
C 0.37 2.26 1.29
O 0.50 3.44 1.59
C -0.11 1.30 2.38
C -0.69 1.83 3.51
C -1.12 0.97 4.51
C -0.94 -0.39 4.35
C -0.33 -0.85 3.19
N 0.09 -0.05 2.19
C 2.61 1.03 -0.75
C 3.78 1.15 -1.48
C 4.59 0.04 -1.59
C 4.21 -1.13 -0.95
C 3.02 -1.15 -0.23
N 2.18 -0.10 -0.11
H -0.81 2.90 3.60
H -1.59 1.36 5.40
H -1.26 -1.09 5.11
H -0.18 -1.89 3.04
H 4.02 2.10 -1.95
H 5.51 0.09 -2.16
H 4.83 -2.02 -1.01
H 2.71 -2.04 0.27
O -1.31 -1.05 0.22
C -6.85 3.61 1.09
C -6.10 2.41 1.64
N -5.28 2.72 2.80
C -5.97 3.01 4.06
C -5.91 4.48 4.43
C -3.90 2.62 2.85
O -3.28 2.69 3.89
C -3.16 2.44 1.57
C -3.23 3.40 0.57
C -2.52 3.21 -0.60
C -1.76 2.07 -0.73
N -1.63 1.10 0.22
C -2.33 1.32 1.38
H -7.40 3.34 0.19
H -6.16 4.43 0.84
H -7.57 4.00 1.82
H -5.49 1.97 0.85
H -6.82 1.63 1.94
H -5.52 2.41 4.85
H -7.02 2.69 3.97
H -4.87 4.81 4.56
H -6.44 4.66 5.37
H -6.36 5.11 3.65
H -3.82 4.30 0.71
H -2.55 3.94 -1.40
H -1.20 1.88 -1.64
H -2.21 0.57 2.14
O 1.09 -2.03 -2.19
C 1.03 -2.57 -1.08
N 0.63 -1.99 0.08
S 0.70 -3.07 1.28
O -0.58 -3.55 1.79
O 1.75 -2.86 2.26
C 1.28 -4.44 0.34
C 1.57 -5.73 0.75
C 2.02 -6.61 -0.24
C 2.16 -6.18 -1.57
C 1.86 -4.87 -1.94
C 1.41 -4.01 -0.95
H 1.44 -6.02 1.78
H 2.26 -7.63 0.03
H 2.51 -6.88 -2.32
H 1.96 -4.53 -2.96


[5]
DFT (ωB97M-V with the def2-TZVPD basis set) results for a structure of composition C29H26N7O2SZn.

Values from the calculation:
* spin multiplicity: 1
* charge: +1
* energy: -104269.946 eV
* energy relative to the best compared isomer or geometry (same formula, charge and spin): 0.251 eV

Geometry (Å):
Zn -0.08 0.86 -0.89
C 1.68 0.99 1.79
O 1.16 0.11 0.79
C 1.16 -1.24 1.08
C 1.17 -1.69 2.39
C 1.23 -3.05 2.67
C 1.26 -3.97 1.64
C 1.23 -3.52 0.33
C 1.18 -2.16 0.01
N 1.34 -1.89 -1.36
N 1.11 -0.72 -1.76
C 1.38 -0.34 -3.05
C 1.21 1.07 -3.24
O 0.79 1.85 -2.31
C 1.53 1.63 -4.52
C 1.93 0.85 -5.53
C 2.07 -0.58 -5.39
C 2.46 -1.34 -6.50
C 2.59 -2.71 -6.41
C 2.33 -3.33 -5.18
C 1.96 -2.59 -4.07
C 1.81 -1.19 -4.14
H 2.59 0.57 2.22
H 0.94 1.18 2.57
H 1.91 1.92 1.28
H 1.15 -0.98 3.20
H 1.26 -3.37 3.70
H 1.33 -5.03 1.85
H 1.30 -4.21 -0.50
H 1.42 2.70 -4.62
H 2.16 1.28 -6.50
H 2.65 -0.84 -7.44
H 2.89 -3.29 -7.26
H 2.44 -4.40 -5.09
H 1.79 -3.10 -3.14
C -1.69 -1.94 -3.99
N -1.86 -2.43 -2.62
C -1.86 -3.76 -2.25
C -2.09 -3.80 -0.93
N -2.22 -2.49 -0.49
C -2.08 -1.65 -1.55
S -2.20 0.05 -1.66
C -2.46 -2.17 0.89
C -2.04 -3.07 1.86
C -2.36 -2.80 3.18
C -3.06 -1.65 3.48
C -3.40 -0.81 2.44
N -3.12 -1.05 1.16
H -1.45 -2.79 -4.62
H -0.89 -1.21 -4.02
H -2.62 -1.47 -4.32
H -1.71 -4.55 -2.96
H -2.21 -4.64 -0.28
H -1.46 -3.94 1.60
H -2.05 -3.49 3.95
H -3.34 -1.41 4.50
H -3.95 0.11 2.64
N -2.18 1.98 0.86
C -2.67 3.03 1.53
C -1.70 4.02 1.51
C -0.64 3.46 0.78
N -0.94 2.23 0.40
H -2.63 1.10 0.61
H -3.65 3.01 1.95
H -1.76 5.00 1.95
H 0.30 3.90 0.51


[6]
DFT (ωB97M-V with the def2-TZVPD basis set) results for a cluster of 2 separate species, C29H26O4S4 in total in a non-equilibrium geometry.

Values from the calculation:
* spin multiplicity: 1
* charge: 0
* energy: -82021.046 eV
* energy relative to the best compared isomer or geometry (same formula, charge and spin): 0.541 eV

Geometry (Å):
C -3.92 -0.54 -3.04
C -3.22 0.67 -2.90
C -1.85 0.65 -2.68
C -1.12 -0.55 -2.59
C 0.38 -0.49 -2.49
S 1.50 -1.60 -1.76
C 2.89 -1.99 -2.91
C 3.37 -0.88 -3.84
C 2.69 0.44 -3.53
S 0.94 0.24 -3.97
C -1.81 -1.74 -2.86
C -3.20 -1.74 -3.09
H -5.01 -0.52 -3.20
H -3.75 1.63 -2.98
H -1.31 1.59 -2.58
H 3.72 -2.21 -2.21
H 2.64 -2.90 -3.47
H 4.45 -0.75 -3.72
H 3.19 -1.14 -4.88
H 2.89 0.80 -2.50
H 2.98 1.24 -4.23
H -1.25 -2.67 -2.93
H -3.73 -2.67 -3.32
C -2.83 -3.19 0.58
C -1.53 -3.64 0.85
C -0.47 -2.74 0.85
C -0.65 -1.37 0.53
C 0.47 -0.42 0.59
S 0.36 1.25 0.09
C 1.70 2.35 0.52
C 1.45 3.70 0.78
C 2.54 4.57 0.91
C 3.85 4.09 0.82
C 4.07 2.74 0.54
C 3.00 1.87 0.40
O 0.50 1.33 -1.38
O -0.85 1.86 0.64
S 1.00 -0.43 2.37
C -0.39 -0.06 3.49
C -0.94 1.22 3.59
C -1.99 1.45 4.48
C -2.49 0.41 5.26
C -1.88 -0.84 5.22
C -0.85 -1.09 4.32
O 1.41 -1.77 2.71
O 1.93 0.66 2.57
C -1.98 -0.95 0.31
C -3.05 -1.83 0.37
H -3.67 -3.89 0.54
H -1.34 -4.69 1.07
H 0.53 -3.11 1.11
H 0.43 4.05 0.83
H 2.35 5.63 1.09
H 4.69 4.75 1.00
H 5.08 2.35 0.44
H 3.16 0.82 0.17
H -0.56 2.03 2.99
H -2.41 2.45 4.56
H -3.34 0.58 5.93
H -2.20 -1.64 5.89
H -0.39 -2.07 4.27
H -2.14 0.11 0.11
H -4.06 -1.42 0.23